Below is a gas-phase ion, C16H28NO3 (charge +1), with properties calculated with the ωB97M-V functional and the def2-TZVPD basis.

```
48
Properties=species:S:1:pos:R:3:forces:R:3
C -1.319 2.185 3.072 0.097 0.194 0.080
C -0.965 3.665 3.001 0.052 -0.126 -0.444
C -0.868 4.213 1.574 -0.360 0.267 0.559
O 0.292 3.753 0.900 0.272 -0.229 -0.138
C 0.281 2.679 0.097 0.269 -0.098 -0.192
C -0.813 1.895 -0.235 0.014 0.255 0.187
C -0.682 0.817 -1.097 0.253 -0.072 -0.163
C 0.549 0.502 -1.642 -0.151 -0.049 0.011
C 0.682 -0.714 -2.516 0.035 0.575 -0.087
N 0.585 -1.918 -1.645 -0.254 0.029 0.222
C 0.540 -3.241 -2.310 0.045 -0.687 -0.137
C -0.021 -4.261 -1.322 -0.302 0.332 0.024
C -1.481 -3.944 -0.966 0.038 -0.371 -0.092
O -1.656 -2.619 -0.471 0.106 0.049 -0.256
C -1.904 -2.469 0.925 0.009 0.152 0.469
C -0.665 -2.637 1.794 -0.281 -0.028 -0.311
C 1.665 1.275 -1.318 0.063 0.078 0.005
C 1.548 2.361 -0.471 -0.097 0.138 0.202
O 2.558 3.177 -0.104 -0.443 -0.027 0.083
C 3.832 2.993 -0.675 0.282 -0.058 -0.122
H -2.290 1.996 2.618 -0.108 -0.078 -0.056
H -0.569 1.581 2.565 0.032 -0.108 -0.022
H -1.366 1.867 4.111 -0.021 -0.109 0.070
H -0.006 3.834 3.492 -0.020 0.114 0.039
H -1.723 4.246 3.529 0.022 0.089 0.020
H -0.741 5.298 1.619 -0.078 -0.157 -0.087
H -1.777 3.997 1.004 0.063 0.044 -0.027
H -1.787 2.115 0.169 -0.070 0.064 0.084
H -1.555 0.233 -1.347 -0.161 -0.077 -0.054
H -0.132 -0.763 -3.241 0.062 -0.157 0.046
H 1.635 -0.726 -3.048 -0.071 -0.127 0.025
H 1.350 -1.891 -0.964 -0.194 0.018 -0.038
H -0.329 -1.875 -1.099 0.535 0.085 -0.088
H 1.536 -3.525 -2.656 -0.061 0.166 -0.003
H -0.120 -3.162 -3.176 0.074 0.117 0.019
H 0.012 -5.254 -1.769 0.051 -0.022 -0.021
H 0.597 -4.282 -0.423 0.038 -0.066 0.039
H -1.857 -4.673 -0.244 -0.021 0.049 -0.002
H -2.095 -4.013 -1.871 0.038 -0.063 0.092
H -2.682 -3.175 1.231 -0.007 0.064 -0.091
H -2.296 -1.453 1.022 -0.035 -0.132 0.052
H 0.101 -1.911 1.526 0.095 0.081 -0.004
H -0.940 -2.469 2.831 0.020 0.021 0.148
H -0.258 -3.642 1.714 0.068 -0.098 0.030
H 2.620 1.029 -1.755 0.159 0.022 -0.033
H 4.266 2.029 -0.391 -0.036 0.029 -0.015
H 3.798 3.075 -1.766 -0.016 -0.009 0.036
H 4.449 3.794 -0.274 -0.009 -0.083 -0.056
```
Forces are in eV/Å.

Output
**Spin multiplicity**: 1
**Total charge**: +1
**ΔE to the lowest compared entry with this formula, charge and spin**: 17.9 kcal/mol
**Lowest unoccupied orbital energy**: -2.38 eV

natural (NBO) analysis output, partial charges in e: C -0.61; C -0.42; C -0.06; O -0.49; C 0.37; C -0.31; C -0.22; C -0.10; C -0.23; N -0.55; C -0.22; C -0.45; C -0.07; O -0.57; C -0.06; C -0.65; C -0.29; C 0.27; O -0.47; C -0.25; H 0.20; H 0.20; H 0.22; H 0.22; H 0.22; H 0.21; H 0.17; H 0.23; H 0.21; H 0.23; H 0.23; H 0.42; H 0.48; H 0.23; H 0.22; H 0.25; H 0.21; H 0.20; H 0.20; H 0.19; H 0.20; H 0.20; H 0.24; H 0.21; H 0.22; H 0.17; H 0.18; H 0.22

***

Below is a molecular structure, BrOV at a distorted geometry, with properties calculated with the ωB97M-V functional and the def2-TZVPD basis.

```
3
Properties=species:S:1:pos:R:3:forces:R:3
O -29.294 -27.037 -10.207 1.594 0.382 1.868
V -28.699 -25.820 -10.922 0.849 -0.997 2.570
Br -30.050 -26.182 -12.454 -2.443 0.615 -4.438
```
Forces are in eV/Å.

Output
**Spin multiplicity**: 2
**Total charge**: +1
**ΔE to the lowest compared entry with this formula, charge and spin**: 3.5 kcal/mol
**Lowest unoccupied orbital energy (alpha / beta)**: -7.78 / -7.34 eV

natural (NBO) analysis output, partial charges in e: O -0.33; V 1.35; Br -0.02

***

Below is a molecular structure, C40H45AsGeN4NiS, with properties calculated with the ωB97M-V functional and the def2-TZVPD basis.

```
93
Properties=species:S:1:pos:R:3:forces:R:3
Ni 0.093 -0.206 -0.350 -0.059 0.051 -0.138
S -0.307 -0.072 1.912 0.004 -0.010 0.035
C 1.433 -0.042 1.875 -0.001 -0.023 -0.010
C 2.276 0.131 2.974 -0.005 -0.003 0.006
C 3.639 0.093 2.769 0.000 -0.003 -0.003
C 4.147 -0.110 1.485 0.002 -0.005 0.004
C 3.253 -0.267 0.448 -0.003 -0.027 0.010
N 1.930 -0.241 0.640 0.027 0.060 0.033
H 1.850 0.277 3.957 0.004 0.003 -0.002
H 4.315 0.218 3.605 -0.001 0.001 -0.001
H 5.210 -0.140 1.297 -0.002 -0.002 0.002
H 3.591 -0.426 -0.570 -0.001 0.008 0.002
C -2.661 -1.198 -3.795 0.006 0.015 -0.004
N -2.726 -0.030 -2.878 0.005 0.024 0.018
C -4.017 0.687 -3.025 0.005 0.013 -0.004
C -1.571 0.937 -3.048 0.008 -0.027 0.001
C -0.258 0.254 -3.285 -0.001 -0.009 0.006
C 0.265 0.342 -4.577 -0.012 -0.003 -0.004
C 1.477 -0.241 -4.898 0.005 0.004 -0.006
C 2.168 -0.923 -3.907 0.004 -0.009 -0.005
C 1.641 -1.011 -2.627 0.003 0.024 -0.018
C 0.421 -0.434 -2.266 -0.007 0.036 -0.025
H -3.537 -1.819 -3.624 0.003 0.001 0.001
H -1.751 -1.757 -3.601 0.014 -0.010 0.004
H -2.655 -0.831 -4.820 -0.002 0.001 0.002
H -2.673 -0.354 -1.902 -0.010 -0.033 -0.011
H -4.103 1.032 -4.054 0.002 -0.008 -0.002
H -4.030 1.536 -2.346 -0.001 -0.001 -0.006
H -4.832 0.008 -2.790 -0.007 0.003 0.012
H -1.577 1.538 -2.137 -0.004 0.006 0.006
H -1.835 1.573 -3.893 -0.005 -0.007 -0.003
H -0.282 0.890 -5.338 0.003 -0.003 0.000
H 1.878 -0.159 -5.899 -0.001 0.001 0.002
H 3.120 -1.389 -4.128 -0.004 0.001 0.002
H 2.211 -1.553 -1.887 0.002 0.009 0.001
C -5.547 0.051 0.150 0.010 -0.005 -0.019
As -3.706 0.642 0.486 0.003 0.027 0.039
C -3.609 0.036 2.339 -0.024 0.013 0.002
C -4.065 2.543 0.834 0.000 -0.023 0.001
H -6.178 0.323 0.995 0.003 -0.001 -0.001
H -5.563 -1.033 0.031 -0.008 0.002 -0.007
H -5.953 0.512 -0.749 0.000 0.010 -0.008
H -4.559 0.237 2.835 0.001 0.004 0.000
H -2.809 0.561 2.854 0.002 0.002 0.000
H -3.395 -1.031 2.380 -0.011 0.003 0.016
H -5.107 2.695 1.113 0.002 -0.009 0.026
H -3.840 3.152 -0.042 -0.026 -0.004 -0.012
H -3.434 2.877 1.657 0.019 -0.002 -0.011
N 3.630 4.449 -2.911 -0.012 -0.017 0.016
C 2.766 4.124 -2.228 0.010 0.027 -0.021
C 1.679 3.714 -1.382 -0.005 -0.014 -0.002
C 0.940 4.638 -0.649 0.009 -0.003 0.007
C -0.088 4.169 0.148 -0.014 -0.001 0.001
C -0.338 2.807 0.187 0.026 -0.002 -0.008
N 0.360 1.921 -0.529 0.023 0.020 0.024
C 1.352 2.367 -1.298 -0.001 -0.020 -0.005
H 1.176 5.692 -0.704 -0.002 -0.002 0.000
H -0.685 4.844 0.744 0.001 0.001 -0.003
H -1.106 2.393 0.826 -0.004 -0.003 0.009
H 1.903 1.629 -1.869 -0.014 0.000 0.002
C -2.470 -2.662 -0.352 -0.012 0.012 0.000
Ge -0.498 -2.529 -0.282 -0.014 -0.129 0.072
C -0.033 -3.442 1.405 0.034 0.038 -0.003
C 1.152 -3.259 2.117 -0.006 0.015 -0.003
C 1.412 -3.967 3.279 0.000 -0.014 0.007
C 0.487 -4.884 3.759 0.003 0.004 0.004
C -0.695 -5.082 3.066 -0.003 0.003 -0.004
C -0.950 -4.367 1.902 -0.018 -0.008 0.000
C 0.130 -3.683 -1.754 0.021 -0.001 -0.006
C -0.795 -4.124 -2.666 -0.017 -0.018 0.018
C -0.452 -4.997 -3.723 -0.006 -0.005 -0.003
C 0.831 -5.434 -3.855 -0.005 -0.006 -0.003
C 1.825 -5.025 -2.932 0.004 0.017 -0.011
C 3.165 -5.473 -3.056 -0.010 -0.005 -0.006
C 4.124 -5.070 -2.175 0.009 -0.001 0.001
C 3.785 -4.193 -1.122 0.003 -0.005 0.006
C 2.502 -3.753 -0.980 -0.001 -0.021 -0.022
C 1.477 -4.148 -1.876 0.000 0.008 0.002
H -2.742 -3.718 -0.391 0.008 0.005 0.007
H -2.944 -2.192 -1.214 0.030 0.024 -0.010
H -2.891 -2.233 0.556 0.006 -0.002 -0.017
H 1.895 -2.549 1.778 0.008 -0.010 -0.001
H 2.342 -3.803 3.810 -0.002 0.002 -0.002
H 0.690 -5.440 4.665 -0.002 0.002 -0.001
H -1.424 -5.796 3.428 0.002 0.000 -0.003
H -1.884 -4.552 1.387 0.010 0.000 0.003
H -1.835 -3.832 -2.572 0.012 0.006 -0.009
H -1.216 -5.326 -4.417 0.003 0.002 0.001
H 1.108 -6.106 -4.658 -0.001 0.001 0.002
H 3.413 -6.146 -3.868 -0.003 0.002 0.003
H 5.143 -5.421 -2.277 -0.002 0.002 0.000
H 4.547 -3.875 -0.420 -0.002 -0.003 -0.001
H 2.258 -3.077 -0.172 -0.008 0.006 0.029
```
Forces are in eV/Å.

Output
**Spin multiplicity**: 2
**Total charge**: +1
**ΔE to the lowest compared entry with this formula, charge and spin**: 0.0 kcal/mol
**Lowest unoccupied orbital energy (alpha / beta)**: -2.67 / -2.62 eV

Mulliken analysis output, partial charges in e: Ni -1.00; S -0.45; C 0.21; C -0.79; C -0.47; C -1.04; C -0.32; N 0.73; H 0.57; H 0.42; H 0.50; H 0.48; C -1.05; N 1.16; C -0.91; C -0.91; C 0.73; C -0.79; C -1.34; C -1.17; C 0.96; C 1.25; H 0.33; H 0.42; H 0.41; H -0.59; H 0.40; H 0.32; H 0.27; H 0.01; H 0.66; H 0.45; H 0.40; H 0.52; H 0.23; C -1.36; As 0.84; C -1.38; C -1.34; H 0.47; H 0.35; H 0.39; H 0.50; H 0.43; H 0.37; H 0.46; H 0.34; H 0.39; N -0.48; C -0.25; C -0.07; C -0.26; C -1.09; C -0.20; N 0.13; C -0.15; H 0.54; H 0.50; H 0.24; H 0.57; C -1.69; Ge 1.88; C 0.80; C 0.65; C -1.17; C -0.71; C -0.77; C -0.78; C 0.48; C -0.14; C -1.15; C -1.07; C 0.86; C -0.92; C -0.78; C -1.11; C 0.66; C -0.05; H 0.69; H 0.16; H 0.24; H 0.17; H 0.45; H 0.40; H 0.45; H 0.26; H 0.40; H 0.45; H 0.41; H 0.42; H 0.42; H 0.48; H 0.07

***

Below is 2 unconnected molecules or ions with the total composition C2H2FNO2 at a distorted geometry, with properties calculated with the ωB97M-V functional and the def2-TZVPD basis.

```
8
Properties=species:S:1:pos:R:3:forces:R:3
O 2.736 -0.775 -0.532 0.041 -1.253 -1.647
C 2.613 -0.046 0.336 0.189 0.675 1.061
O 2.549 0.670 1.238 -0.268 0.575 0.557
C -1.917 -0.144 0.040 0.956 0.465 -1.410
N -0.890 -0.409 -0.656 -0.419 -0.094 0.565
F -0.177 0.773 -0.943 -0.282 -0.110 0.217
H -2.291 0.811 0.267 0.261 1.620 0.348
H -2.623 -0.879 0.251 -0.479 -1.878 0.310
```
Forces are in eV/Å.

Output
**Spin multiplicity**: 1
**ΔE to the lowest compared entry with this formula, charge and spin**: 47.3 kcal/mol
**Lowest unoccupied orbital energy**: 0.75 eV

natural (NBO) analysis output, partial charges in e: O -0.50; C 1.03; O -0.52; C -0.13; N 0.02; F -0.27; H 0.19; H 0.20

***

Below is a molecular structure, C8H12IMgO7P at a distorted geometry, with properties calculated with the ωB97M-V functional and the def2-TZVPD basis.

```
30
Properties=species:S:1:pos:R:3:forces:R:3
O 0.283 -1.837 -3.721 -7.303 -1.771 5.184
C -0.804 -2.087 -2.979 3.795 -0.082 -3.388
O -1.691 -3.274 -3.216 1.576 4.408 1.503
C -1.273 -1.109 -1.711 0.358 -1.220 -1.377
C -0.108 -0.038 -1.254 -1.357 -1.569 0.163
O 0.169 1.014 -2.286 1.643 3.781 3.344
C 0.299 2.221 -1.450 -2.420 -1.093 0.122
O 1.236 3.177 -1.406 -3.608 -4.900 -0.105
O -0.877 2.145 -0.566 4.310 0.813 -1.885
C -0.743 0.785 0.014 2.214 1.321 1.847
C 0.127 0.997 1.387 -0.152 -1.782 0.417
C 1.018 -0.301 1.851 0.218 1.264 0.577
C 2.614 -0.051 1.438 0.172 -1.919 3.592
O 3.284 -1.365 1.505 -0.367 2.212 0.712
P -2.523 0.433 0.607 -3.517 0.639 -0.285
O -3.128 1.806 1.551 1.083 -2.610 -0.673
I -2.583 -1.493 2.187 0.636 0.699 -0.276
H -2.545 -3.080 -2.718 1.432 -0.475 -0.830
H -2.273 -0.591 -2.084 2.204 -0.841 1.035
H -1.501 -1.864 -0.818 0.497 1.862 -1.708
H 0.960 -0.506 -1.129 -2.365 0.449 0.203
H 0.860 1.905 1.288 -1.043 -0.834 0.233
H -0.668 1.177 2.260 2.000 0.284 -1.895
H 0.606 -1.338 1.500 1.017 2.100 0.372
H 1.005 -0.299 3.044 0.130 -0.148 -2.665
H 3.156 0.641 2.246 -1.413 -1.039 -1.723
H 2.739 0.484 0.398 -0.121 -0.862 0.316
H 3.635 -1.537 2.448 -0.687 0.701 -2.093
H -3.996 1.480 1.946 1.381 0.529 -0.663
Mg 2.721 2.505 -0.331 -0.313 0.082 -0.055
```
Forces are in eV/Å.

Output
**Spin multiplicity**: 1
**Total charge**: +2
**Lowest unoccupied orbital energy**: -11.10 eV

natural (NBO) analysis output, partial charges in e: O -0.54; C 0.78; O -0.65; C -0.58; C 0.06; O -0.43; C 1.05; O -0.81; O -0.48; C -0.09; C -0.45; C -0.46; C -0.03; O -0.69; P 0.92; O -0.96; I -0.02; H 0.49; H 0.30; H 0.28; H 0.25; H 0.12; H 0.31; H 0.28; H 0.28; H 0.22; H -0.02; H 0.52; H 0.53; Mg 1.84

***

Below is CH3Br3Si in the gas phase at a distorted geometry, with properties calculated with the ωB97M-V functional and the def2-TZVPD basis.

```
8
Properties=species:S:1:pos:R:3:forces:R:3
Br -2.236 0.937 -0.334 1.235 -0.350 0.394
C -0.653 -0.016 0.674 -1.780 3.007 1.181
Si 0.741 -0.114 -0.518 0.341 -0.443 0.146
Br 1.774 1.821 -0.297 0.130 -0.230 -0.277
Br 2.034 -1.929 -0.155 -0.203 0.656 0.175
H -1.203 -0.907 0.803 -0.081 -1.206 0.715
H -0.615 0.677 1.620 0.290 -1.780 -1.808
H 0.158 -0.469 -1.794 0.067 0.347 -0.527
```
Forces are in eV/Å.

Output
**Spin multiplicity**: 1
**ΔE to the lowest compared entry with this formula, charge and spin**: 13.3 kcal/mol
**Lowest unoccupied orbital energy**: -0.18 eV

natural (NBO) analysis output, partial charges in e: Br -0.07; C -0.89; Si 1.13; Br -0.25; Br -0.29; H 0.24; H 0.28; H -0.15